(1)
Formula: C4H7NO2
Source: OMol25
Level of theory: ωB97M-V/def2-TZVPD

Its orbital gap is 9.29 eV. The calculation puts the HOMO energy at -8.58 eV. The multiplicity is 1. The LUMO energy comes out at 0.707 eV.

Last column: Löwdin charge in e.
Positions of all 14 atoms, in Å:
C: 1.587594 -1.203245 0.385312  -0.09
C: 0.650421 -0.058050 0.521480  -0.05
C: 0.701168 0.967603 -0.525774  -0.15
O: -0.305612 0.024358 -0.995336  -0.03
C: -1.323518 -0.216078 0.029204  -0.63
O: -1.730962 -1.334541 0.202849  0.09
N: -1.981180 0.962557 0.359452  0.15
H: 2.110423 -1.282647 -0.579346  0.08
H: 2.338591 -1.061001 1.176034  0.09
H: 1.065912 -2.140052 0.602692  0.08
H: 0.300043 1.960720 -0.314635  0.11
H: 1.505720 0.971637 -1.266858  0.13
H: -2.874238 0.765537 0.789536  0.11
H: -2.044366 1.643208 -0.384607  0.10

Forces on atoms 1 to 3 (eV/Å):
C -0.07 -0.02 0.00
C 0.31 -0.05 -0.06
C 0.06 0.16 0.03

(2)
Formula: C5H10O
Source: OMol25
Level of theory: ωB97M-V/def2-TZVPD

Its orbital gap is 11.34 eV. The calculation puts the HOMO energy at -10.19 eV. The SMILES is CCC[C@H]1CO1. The multiplicity is 1. The LUMO energy comes out at 1.154 eV.

Last column: Löwdin charge in e.
Positions of all 16 atoms, in Å:
C: 1.336142 -1.362983 0.068876  -0.11
C: 1.270899 -0.069066 -0.739850  -0.27
C: 0.276113 0.959664 -0.199201  -0.17
C: -1.161524 0.492031 -0.249616  -0.32
C: -1.989517 0.331747 0.948592  -0.12
O: -2.137030 1.462868 0.105399  -0.04
H: 0.361321 -1.862686 0.113418  0.07
H: 1.656089 -1.170713 1.099984  0.07
H: 2.051247 -2.062992 -0.376708  0.07
H: 1.009160 -0.300455 -1.782043  0.11
H: 2.267040 0.389295 -0.770206  0.10
H: 0.345503 1.877558 -0.797903  0.12
H: 0.531804 1.235933 0.832582  0.12
H: -1.432749 -0.096748 -1.131750  0.15
H: -2.830346 -0.362136 0.951226  0.11
H: -1.554152 0.538683 1.927202  0.11

Forces on atoms 1 to 3 (eV/Å):
C -0.01 -0.06 0.05
C 0.03 0.01 -0.07
C 0.00 0.06 0.02

(3)
Formula: CH4NO2Si
Source: OMol25
Level of theory: ωB97M-V/def2-TZVPD

Its orbital gap is 5.12 eV. The calculation puts the HOMO energy at -1.59 eV. Its charge is -1. The multiplicity is 1. The LUMO energy comes out at 3.531 eV.

Last column: Löwdin charge in e.
Positions of all 9 atoms, in Å:
C: 4.512767 0.077112 -0.032729  -0.51
N: -0.191373 0.331225 -1.031271  -0.34
O: 4.493635 1.212276 0.261216  0.12
O: 4.838542 -1.005930 -0.343620  0.12
Si: 0.661519 -0.444520 0.326020  0.19
H: -1.207069 0.263745 -0.991598  -0.04
H: 0.034495 1.316647 -1.095163  -0.06
H: -0.014048 -1.780592 0.319067  -0.23
H: 0.078901 0.150454 1.586986  -0.25

Forces on atoms 1 to 3 (eV/Å):
C 1.15 0.17 -0.02
N -0.82 0.34 -0.40
O -0.54 -0.98 -0.22

(4)
Formula: H22NO9
Source: OMol25
Level of theory: ωB97M-V/def2-TZVPD

Its orbital gap is 10.29 eV. The calculation puts the HOMO energy at -13.13 eV. Its charge is +1. The multiplicity is 1. The LUMO energy comes out at -2.843 eV.

Last column: Löwdin charge in e.
Positions of all 32 atoms, in Å:
N: -0.063261 -0.108550 -0.249185  0.39
H: 0.359542 -0.772025 0.036856  -0.07
H: -0.690485 -0.193092 -0.947468  0.05
H: 0.682940 0.331631 -0.779515  0.13
H: -0.595799 0.293449 0.553726  0.16
O: -3.130222 -1.166634 -1.367850  -0.03
H: -3.848177 -1.444111 -0.862224  0.00
H: -3.786862 -0.744645 -1.941979  0.06
O: 2.869479 -0.309282 1.026911  -0.03
H: 3.116783 0.306356 0.381473  -0.02
H: 3.588610 -0.163537 1.685165  0.11
O: -0.630663 2.802433 1.645089  -0.16
H: -0.164655 3.380864 0.925084  0.08
H: -0.012533 2.267971 2.261738  0.03
O: 2.718832 1.451661 -1.085126  -0.04
H: 2.695742 1.360976 -1.974045  -0.02
H: 3.419665 2.246158 -1.127272  0.16
O: 0.550783 -1.797221 -2.636555  -0.10
H: 1.361143 -2.004986 -3.139872  0.05
H: -0.302261 -1.717913 -3.231844  0.11
O: -1.499081 1.720071 -2.452664  -0.04
H: -1.763302 2.570090 -2.637107  -0.01
H: -1.588058 1.063185 -3.206568  0.08
O: 0.431527 -2.309574 1.154432  -0.01
H: 0.974103 -3.062097 1.125374  0.04
H: -0.385433 -2.780474 1.395462  0.07
O: -2.304294 -0.726984 2.458722  -0.07
H: -2.709095 -1.600317 2.206589  0.06
H: -2.990800 -0.080019 2.660964  0.05
O: 1.053296 0.741784 2.624298  -0.11
H: 1.744850 0.199453 2.065957  0.02
H: 0.897686 0.245378 3.431434  0.05

Forces on atoms 1 to 3 (eV/Å):
N -4.49 11.76 -2.13
H 5.98 -12.51 4.70
H -3.13 -1.62 -2.82

(5)
Formula: C3H4Cl2N4
Source: OMol25
Level of theory: ωB97M-V/def2-TZVPD

Its orbital gap is 8.85 eV. The calculation puts the HOMO energy at -8.90 eV. The SMILES is C=C(Cl)/N=N\N=C(\N)Cl. The multiplicity is 1. The LUMO energy comes out at -0.050 eV.

Last column: Löwdin charge in e.
Positions of all 13 atoms, in Å:
C: -1.536484 0.750641 -0.019362  -0.88
C: -0.580798 1.550574 0.261632  -0.03
C: 0.788826 -1.062325 -0.055111  -0.82
N: -1.729566 0.083419 -1.211891  -0.01
N: 0.396563 -0.724080 -1.228566  0.01
N: -0.810963 -0.595894 -1.681150  -0.04
N: 2.111090 -0.879380 0.205703  0.12
Cl: -2.956854 0.560668 0.971422  0.66
Cl: -0.210329 -1.921127 1.092188  0.71
H: 0.114448 1.747530 -0.507457  0.07
H: -0.511893 1.789446 1.289579  0.06
H: 2.530412 -1.286274 0.999796  0.08
H: 2.395546 -0.013197 -0.116783  0.08

Forces on atoms 1 to 3 (eV/Å):
C -2.53 -0.89 -0.02
C 1.14 0.79 1.08
C -0.01 -0.67 -1.32

(6)
Formula: C30H60Mg2O38P2
Source: OMol25
Level of theory: ωB97M-V/def2-TZVPD

Its orbital gap is 2.82 eV. The calculation puts the HOMO energy at -0.02 eV. Its charge is -2. The multiplicity is 1. The LUMO energy comes out at 2.794 eV.

Last column: Löwdin charge in e.
Positions of all 132 atoms, in Å:
Mg: -20.544218 -3.601625 -0.587530  0.87
Mg: -23.635888 -7.695259 0.858950  1.03
P: -23.490656 -11.220128 -0.091643  -0.19
O: -23.656824 -9.913940 -0.832268  -0.46
O: -22.155488 -12.016729 0.105508  -0.36
O: -24.507625 -12.156788 0.464050  -0.41
O: -23.287024 -10.492627 1.200152  -0.30
P: -22.227296 -4.472525 1.944732  -0.02
O: -23.050918 -5.650445 2.578496  -0.50
O: -22.628613 -3.373597 0.955802  -0.42
O: -22.163071 -5.270310 0.656193  -0.48
O: -20.682949 -4.329777 1.860558  -0.52
C: -28.547018 -4.997308 1.860670  -0.02
O: -29.190836 -6.029795 1.089810  0.01
C: -28.441880 -6.843776 0.400007  -0.59
O: -27.219003 -7.003013 0.503703  0.07
O: -29.246144 -7.451948 -0.468345  0.01
C: -28.665559 -8.319109 -1.343436  -0.08
H: -27.551538 -5.295789 2.189350  0.09
H: -29.177485 -4.793083 2.726063  0.09
H: -28.398852 -4.104558 1.253113  0.09
H: -28.977384 -9.328178 -1.073943  0.10
H: -27.597457 -8.264533 -1.553893  0.11
H: -29.098419 -8.022978 -2.298961  0.09
C: -25.659170 -1.546661 6.647486  0.01
O: -26.825371 -0.692449 6.704307  -0.02
C: -26.769148 0.631954 6.671253  -0.65
O: -25.784264 1.277137 6.439218  0.12
O: -27.958834 1.113320 6.894154  0.02
C: -28.280202 2.475926 7.069586  -0.05
H: -25.087556 -1.126160 5.820125  0.10
H: -26.049709 -2.539931 6.426136  0.10
H: -25.271395 -1.516777 7.665739  0.10
H: -29.087866 2.640280 7.782863  0.09
H: -28.600138 3.047964 6.198655  0.09
H: -27.409594 2.991981 7.474342  0.09
C: -17.162380 2.916828 -1.659119  -0.09
O: -17.577033 1.582278 -1.600423  -0.02
C: -18.777416 1.169633 -1.012134  -0.57
O: -19.014503 -0.005846 -0.894962  0.10
O: -19.654898 2.105353 -0.767734  -0.01
C: -20.880523 1.828737 -0.113712  -0.03
H: -16.181381 3.022057 -2.122452  0.09
H: -17.157648 3.352929 -0.660169  0.09
H: -17.962533 3.523405 -2.083273  0.09
H: -21.676377 1.708495 -0.848734  0.10
H: -21.148898 2.678625 0.513795  0.09
H: -20.863984 0.972734 0.560884  0.11
C: -30.709825 -6.142561 8.937119  -0.05
O: -29.411628 -6.727514 8.735348  -0.03
C: -29.079628 -7.181089 7.487116  -0.61
O: -29.866551 -7.213966 6.572714  0.13
O: -27.853977 -7.601364 7.558004  0.03
C: -27.267036 -8.016493 6.366878  -0.04
H: -31.478231 -6.850307 8.626099  0.09
H: -30.770978 -5.186748 8.416747  0.09
H: -30.926614 -5.910267 9.979780  0.08
H: -26.241214 -8.297150 6.605683  0.10
H: -27.365606 -7.244769 5.603452  0.10
H: -27.714907 -8.880851 5.876587  0.10
C: -20.081487 -12.363033 8.149028  -0.04
O: -19.366487 -11.355599 7.365603  -0.06
C: -19.917809 -10.786166 6.200704  -0.50
O: -20.984215 -11.105719 5.688267  0.13
O: -19.068930 -9.843650 5.749896  -0.01
C: -19.570635 -8.899366 4.927345  -0.09
H: -19.432312 -12.640202 8.979595  0.08
H: -20.442304 -13.189325 7.536531  0.09
H: -20.990506 -11.890823 8.521578  0.08
H: -19.851897 -9.386349 3.993618  0.11
H: -18.860094 -8.168479 4.541295  0.10
H: -20.512625 -8.514570 5.318087  0.11
C: -27.700164 -1.876070 -2.041886  -0.03
O: -29.051856 -1.876038 -2.429833  0.03
C: -29.617467 -2.837948 -3.062979  -0.56
O: -29.045210 -3.765895 -3.679361  0.08
O: -30.976866 -2.818995 -2.906276  -0.02
C: -31.618376 -4.068762 -2.857245  -0.07
H: -27.335532 -2.819935 -1.636585  0.11
H: -27.373403 -1.032647 -1.433642  0.10
H: -27.118882 -1.764917 -2.957222  0.09
H: -32.693231 -3.944884 -2.989289  0.09
H: -31.556556 -4.559188 -1.885764  0.09
H: -31.237392 -4.773419 -3.596439  0.09
C: -24.177593 -8.266862 13.310047  -0.09
O: -24.368486 -7.843037 11.967577  -0.02
C: -23.165187 -7.524049 11.297574  -0.65
O: -22.086745 -7.660312 11.798255  0.13
O: -23.410780 -7.065945 10.185043  0.05
C: -22.415716 -6.727750 9.308919  -0.02
H: -23.428631 -7.712506 13.875580  0.09
H: -23.838828 -9.301847 13.263794  0.09
H: -25.094078 -8.299623 13.899205  0.09
H: -22.918729 -6.708787 8.342121  0.11
H: -21.707394 -7.556218 9.310885  0.11
H: -22.072778 -5.724554 9.562096  0.11
C: -15.406969 -4.540299 -2.509522  -0.02
O: -15.847256 -5.907261 -2.832940  -0.03
C: -17.113245 -6.288720 -2.501436  -0.55
O: -17.993994 -5.536197 -2.096672  0.05
O: -17.244254 -7.605136 -2.750566  -0.01
C: -18.133599 -8.417507 -2.021469  -0.04
H: -15.251682 -4.489174 -1.431848  0.09
H: -16.101669 -3.792130 -2.891294  0.09
H: -14.373976 -4.462100 -2.848492  0.08
H: -17.588390 -8.872822 -1.194705  0.09
H: -18.597386 -9.248040 -2.553638  0.10
H: -18.951791 -7.844264 -1.585521  0.10
C: -13.443979 -2.810905 8.926767  -0.04
O: -13.441171 -2.590216 7.495734  -0.04
C: -14.494633 -3.127781 6.781481  -0.54
O: -15.391974 -3.839208 7.266371  0.10
O: -14.250091 -2.869654 5.507191  0.02
C: -15.072852 -3.492474 4.552732  -0.06
H: -12.544817 -2.279667 9.238852  0.09
H: -13.384368 -3.869386 9.180076  0.09
H: -14.326725 -2.343846 9.363468  0.09
H: -14.945297 -4.549915 4.321097  0.10
H: -14.807448 -3.143783 3.554692  0.09
H: -16.132763 -3.246204 4.616414  0.11
C: -22.078667 -0.771502 -5.396304  -0.03
O: -22.695268 -2.006033 -5.818581  0.00
C: -22.490797 -3.008396 -5.008747  -0.58
O: -21.965472 -2.907918 -3.822757  -0.02
O: -22.988239 -4.073743 -5.585001  0.02
C: -23.184329 -5.198039 -4.728979  -0.04
H: -22.474473 -0.546307 -4.405984  0.09
H: -22.373634 0.030618 -6.072837  0.09
H: -20.994867 -0.887598 -5.396938  0.10
H: -23.837910 -5.931433 -5.201256  0.10
H: -23.865158 -4.921095 -3.924079  0.09
H: -22.387335 -5.651775 -4.139895  0.10

Forces on atoms 1 to 3 (eV/Å):
Mg -1.55 -1.06 2.24
Mg 0.99 -0.55 0.21
P 1.01 -2.34 1.73